# 1
8
Properties=species:S:1:pos:R:3 method="wB97M-V/def2-TZVPD" largest_force_ha_per_bohr=0.05193 multiplicity=1 e_above_lowest_kj_mol=117.82 orbital_gap_ev=11.59 smiles=ClC(Cl)Cl.N#CF
C 2.6022 0.2892 -0.0145
C -1.5763 -0.0871 -0.0212
N 2.5830 1.4183 -0.1758
F 2.7343 -0.9654 0.1896
Cl -0.3465 -0.9648 -0.9744
Cl -1.7001 -0.7073 1.6608
Cl -3.1885 0.0604 -0.9097
H -1.1080 0.9569 0.2452

# 2
8
Properties=species:S:1:pos:R:3 method="wB97M-V/def2-TZVPD" largest_force_ha_per_bohr=0.06920 multiplicity=1 e_above_lowest_kj_mol=37.25 orbital_gap_ev=8.65 smiles="S=C(Cl)Cl.O=CCl"
C 0.9388 -0.9667 -0.4059
C -1.0467 0.9318 0.5545
O 1.3607 -0.3614 0.5443
S -1.9552 -0.2887 0.9773
Cl -0.8707 1.2965 -1.0616
Cl -0.2991 2.0344 1.6633
Cl 1.7814 -1.0854 -1.9649
H 0.0907 -1.5603 -0.3071

# 3
10
Properties=species:S:1:pos:R:3 method="wB97M-V/def2-TZVPD" largest_force_ha_per_bohr=0.04993 multiplicity=1 e_above_lowest_kj_mol=320.41 orbital_gap_ev=11.08 smiles=OOC(Cl)(Cl)C(Cl)(Cl)Cl
C -0.0292 -0.5375 -0.0336
C 1.2197 0.6295 -0.0654
O -2.3919 -0.3201 -0.1764
O -1.0537 0.2865 0.0123
Cl -0.1028 -1.6023 -1.5527
Cl 0.2036 -1.6121 1.3811
Cl 1.3961 1.1839 1.5748
Cl 0.8113 1.9500 -1.2185
Cl 2.6561 -0.2313 -0.4993
H -2.7093 0.2534 0.5776